[1]
{
  "formula": "C5H12N2O2",
  "method": "ωB97M-V with the def2-TZVPD basis set",
  "e_above_lowest_kj_mol": 546.48,
  "e_lumo_ha": 0.0294,
  "smiles": "N/C=C(\\N)O.C=COC",
  "energy_ha": -457.54077,
  "symbols": ["O", "O", "N", "N", "C", "C", "C", "C", "C", "H", "H", "H", "H", "H", "H", "H", "H", "H", "H", "H", "H"],
  "xyz": [[-0.3695, -0.2341, 1.5786], [1.7540, -0.5669, -1.5918], [-0.0418, 0.9523, -1.8213], [-1.7094, -1.1810, -1.0580], [2.0728, -0.0957, 1.5692], [0.5080, -0.1707, -1.1148], [-1.4279, 0.6893, 1.6845], [0.9025, 0.2841, 0.9841], [-0.3625, -1.2618, -0.8756], [-2.2379, -2.0290, -0.9238], [0.4954, 1.7931, -1.6430], [0.0731, -2.2094, -0.6056], [-2.0338, -0.4913, -1.7265], [-1.0615, 1.6742, 1.9948], [-2.1620, 0.3220, 2.4038], [2.9903, 0.4632, 1.6413], [-1.9782, 0.7509, 0.7346], [2.1229, -0.9161, 2.2709], [2.3118, 0.2363, -1.5434], [0.8303, 1.3006, 0.6081], [-0.6766, 0.6900, -2.5661]],
  "forces_ev_per_a": [[2.29, 0.12, -0.73], [0.86, 0.86, 0.53], [0.35, -1.12, 2.20], [0.10, -0.04, 0.15], [-1.15, -0.22, 0.28], [-2.59, -3.02, -2.40], [-0.01, 0.15, -0.68], [-0.76, 0.43, 3.36], [1.76, 2.23, -0.87], [-0.10, 0.35, -0.15], [-0.88, 0.13, -1.05], [-0.01, -0.06, 0.21], [-0.26, -0.40, 0.40], [-0.17, -0.01, -0.03], [0.34, -0.12, 0.24], [-0.01, 0.47, -0.96], [0.24, 0.31, 0.03], [-0.46, -0.39, -0.20], [-0.04, -0.78, 0.07], [-0.24, 0.00, -0.15], [0.73, 1.12, -0.25]]
}

[2]
{
  "formula": "C5H12N2O2",
  "method": "ωB97M-V with the def2-TZVPD basis set",
  "e_above_lowest_kj_mol": 370.66,
  "e_lumo_ha": 0.0208,
  "smiles": "C[C@@H](N)N=O.CC(C)=O",
  "energy_ha": -457.60774,
  "symbols": ["O", "O", "N", "N", "C", "C", "C", "C", "C", "H", "H", "H", "H", "H", "H", "H", "H", "H", "H", "H", "H"],
  "xyz": [[0.7750, 1.9171, 0.4308], [-1.1427, -0.4407, 0.9557], [1.3443, 0.9619, 0.8958], [1.6537, -1.2965, 0.6639], [-1.9713, -0.1184, 0.1085], [-3.3263, -0.7831, 0.1468], [-1.8616, 1.0194, -0.8634], [1.9568, -0.1150, -0.0989], [3.4564, 0.1130, -0.1511], [0.6565, -1.4924, 0.6937], [-3.2766, -1.7446, 0.6530], [3.6976, 0.9822, -0.7583], [1.5102, -0.1920, -1.0961], [-3.7477, -0.9029, -0.8492], [-3.9952, -0.1353, 0.7148], [-1.6839, 0.6245, -1.8640], [3.9575, -0.7651, -0.5533], [3.8375, 0.2884, 0.8530], [1.9952, -1.2312, 1.6151], [-2.7793, 1.6035, -0.8817], [-1.0561, 1.7069, -0.6152]],
  "forces_ev_per_a": [[0.73, -1.13, 0.26], [-0.54, 0.54, -1.45], [0.30, 1.21, -1.46], [0.06, -1.03, -0.67], [-0.30, -0.33, 1.71], [0.04, -0.29, -0.21], [0.63, 0.35, 0.02], [-0.41, -0.09, 1.81], [-0.25, 0.29, -0.02], [0.30, 0.22, 0.07], [0.07, 0.02, -0.01], [0.05, 0.07, -0.07], [-0.22, 0.50, 0.27], [-0.08, 0.01, -0.07], [-0.04, 0.09, -0.01], [-0.09, -0.03, -0.10], [-0.09, -0.04, -0.06], [0.03, 0.00, 0.14], [-0.01, 0.11, -0.09], [-0.24, -0.22, -0.05], [0.04, -0.25, -0.03]]
}

[3]
{
  "formula": "C5H12N2O2",
  "method": "ωB97M-V with the def2-TZVPD basis set",
  "e_above_lowest_kj_mol": 287.33,
  "e_lumo_ha": 0.0252,
  "energy_ha": -457.63948,
  "symbols": ["O", "O", "N", "N", "C", "C", "C", "C", "C", "H", "H", "H", "H", "H", "H", "H", "H", "H", "H", "H", "H"],
  "xyz": [[-2.5425, -0.7296, 0.5238], [-0.4974, -0.9139, 1.9251], [1.0148, -0.7174, 0.1773], [-0.6752, 2.2318, -0.4140], [-2.0131, 0.1923, -0.1488], [0.2230, -0.1122, 1.1411], [0.4516, -1.8030, -0.6001], [2.0026, 0.0853, -0.5158], [-1.1605, 1.1778, 0.4114], [0.7678, 0.6695, 1.6737], [0.1019, 2.7308, -0.0009], [2.3627, 0.8805, 0.1368], [1.2603, -2.3869, -1.0405], [-0.4184, 1.9236, -1.3432], [-0.1379, -2.4495, 0.0454], [-1.4603, 1.5206, 1.3997], [2.8504, -0.5444, -0.7941], [-1.4508, -1.0308, 1.5087], [-0.2023, -1.4266, -1.4021], [1.6041, 0.5401, -1.4321], [-2.0808, 0.1619, -1.2516]],
  "forces_ev_per_a": [[0.09, 0.69, -0.57], [-0.69, -0.26, -0.18], [0.14, -0.09, -0.03], [0.01, 0.07, -0.21], [-0.05, -0.69, 0.34], [-0.63, 0.74, -0.56], [0.01, 0.18, 0.17], [-0.17, -0.08, 0.02], [0.56, -0.57, 0.76], [0.00, -0.04, -0.04], [-0.06, -0.08, -0.05], [-0.01, -0.02, 0.01], [-0.03, 0.04, -0.03], [0.04, 0.02, 0.09], [-0.01, 0.01, 0.00], [0.02, -0.09, -0.05], [-0.02, 0.03, 0.00], [0.79, 0.21, 0.34], [0.04, -0.03, -0.04], [0.03, 0.00, 0.01], [-0.09, -0.05, 0.01]]
}

[4]
{
  "formula": "C5H12N2O2",
  "method": "ωB97M-V with the def2-TZVPD basis set",
  "e_above_lowest_kj_mol": 935.61,
  "e_lumo_ha": 0.0304,
  "energy_ha": -457.39256,
  "symbols": ["O", "O", "N", "N", "C", "C", "C", "C", "C", "H", "H", "H", "H", "H", "H", "H", "H", "H", "H", "H", "H"],
  "xyz": [[0.4389, -1.7533, 1.8235], [-0.6833, 0.2815, -1.2053], [0.5260, 0.5904, 1.6712], [-0.6826, 1.6721, -0.7690], [0.6772, -0.3094, -1.4434], [-2.3614, -0.1197, 0.5375], [-1.3312, -0.5969, -0.1616], [0.7567, -0.6361, 0.9625], [1.6743, 0.4413, -1.9142], [-0.4387, 0.6052, 1.9994], [-2.5411, 0.9351, 0.6706], [1.7723, 1.5018, -1.7362], [1.8137, -0.6827, 0.6864], [0.6990, -2.5611, 1.3666], [-0.3157, 2.1528, -1.5853], [0.5460, -1.3580, -1.6562], [1.1143, 0.6767, 2.4990], [-1.1971, -1.6259, -0.4470], [2.5154, -0.0602, -2.3711], [-2.9834, -0.8295, 1.0636], [0.0009, 1.6761, 0.0089]],
  "forces_ev_per_a": [[0.05, 0.06, -0.06], [0.25, 0.05, 0.31], [0.08, -0.02, 0.14], [0.03, -0.45, -0.05], [-0.20, 0.37, -0.06], [0.30, -0.04, -0.07], [-0.01, 0.27, -0.08], [-0.26, 0.01, -0.38], [-0.21, -0.13, 0.23], [0.01, -0.01, -0.03], [0.02, 0.01, -0.02], [-0.06, 0.01, -0.01], [0.03, -0.01, 0.08], [-0.01, 0.08, 0.05], [0.04, -0.05, 0.02], [-0.01, 0.00, 0.06], [-0.06, -0.03, -0.05], [0.06, 0.00, 0.02], [-0.04, -0.03, 0.03], [0.03, -0.01, -0.04], [-0.02, -0.09, -0.07]]
}

[5]
{
  "formula": "C5H12N2O2",
  "method": "ωB97M-V with the def2-TZVPD basis set",
  "e_above_lowest_kj_mol": 548.27,
  "e_lumo_ha": -0.0280,
  "energy_ha": -457.54009,
  "symbols": ["O", "O", "N", "N", "C", "C", "C", "C", "C", "H", "H", "H", "H", "H", "H", "H", "H", "H", "H", "H", "H"],
  "xyz": [[0.2801, 1.8678, 0.4740], [-1.0407, 1.2299, -1.5790], [-0.0334, 0.2690, -1.2446], [1.6434, -0.0105, 0.7985], [-0.5043, -0.3952, 0.9440], [-0.4587, -1.8554, 0.7467], [1.0305, 0.3609, -2.2427], [0.3800, 0.6202, 0.1780], [-1.6134, 0.1846, 1.6833], [-1.3129, 1.1456, 2.1126], [-2.3038, 0.4786, 0.8699], [-1.4054, -2.1873, 0.3057], [-0.7401, 2.0098, -1.0466], [-0.3688, -2.3419, 1.7255], [2.1900, 0.7581, 1.1677], [-2.1248, -0.4878, 2.3709], [1.5837, 1.3039, -2.1573], [2.1598, -0.5917, 0.1503], [0.5761, 0.3016, -3.2303], [1.7126, -0.4827, -2.1245], [0.3501, -2.1776, 0.0979]],
  "forces_ev_per_a": [[-0.23, -0.12, -0.07], [0.52, -0.20, 0.32], [0.32, -0.27, -0.23], [-0.80, 0.22, -1.03], [-0.88, 0.60, -0.85], [0.30, -0.04, 0.05], [-0.06, 0.28, 0.25], [0.20, -0.53, 1.04], [0.23, 0.04, 0.54], [-0.02, -0.09, 0.01], [0.17, -0.08, -0.06], [-0.01, 0.17, 0.12], [-0.04, -0.10, 0.02], [-0.05, 0.03, -0.11], [0.01, 0.03, -0.20], [0.03, 0.08, 0.00], [0.04, -0.03, -0.06], [0.22, -0.02, 0.15], [0.00, -0.04, 0.08], [0.02, 0.01, 0.02], [0.01, 0.07, 0.01]]
}

[6]
{
  "formula": "C5H12N2O2P",
  "method": "ωB97M-V with the def2-TZVPD basis set",
  "e_above_lowest_kj_mol": 0.00,
  "e_lumo_ha": 0.1397,
  "energy_ha": -799.15777,
  "charge": -1,
  "symbols": ["P", "O", "O", "N", "N", "C", "C", "C", "C", "C", "H", "H", "H", "H", "H", "H", "H", "H", "H", "H", "H", "H"],
  "xyz": [[-2.5495, -0.9279, 0.0968], [-3.4131, -1.5489, -1.1972], [-2.8338, -1.8218, 1.2331], [-1.0682, -0.4915, -0.3546], [-3.3075, 0.6500, 0.1789], [-2.2556, 1.6074, -0.0795], [2.7081, -1.9146, -0.6858], [1.7010, -0.7976, 1.2960], [1.6986, -1.2853, -0.1122], [-1.1951, 0.8320, -0.8994], [1.6516, 0.2913, 1.3065], [-1.7860, 1.9791, 0.8438], [-2.6468, 2.4703, -0.6396], [3.6366, -2.1187, -0.1666], [-0.2253, 1.3492, -0.8564], [2.6589, -2.2661, -1.7044], [0.7564, -1.1094, -0.6173], [0.7971, -1.1591, 1.7822], [-3.7523, 0.7717, 1.0811], [-3.0577, -1.1521, -1.9905], [-1.5162, 0.8456, -1.9643], [2.5838, -1.1219, 1.8496]],
  "forces_ev_per_a": [[-0.27, 0.53, -1.02], [0.36, -0.26, 0.73], [-0.04, -0.15, 0.33], [-1.33, -0.38, 0.19], [0.07, -0.76, 0.44], [0.31, 0.61, -0.14], [0.36, -0.15, -0.12], [0.02, -0.08, -0.03], [0.24, -0.01, 0.11], [0.08, 0.32, -0.05], [-0.05, 0.11, 0.08], [-0.02, -0.03, -0.03], [0.15, -0.03, 0.07], [0.12, -0.01, 0.15], [-0.10, 0.09, -0.09], [-0.09, -0.04, -0.21], [-0.01, -0.04, -0.12], [-0.07, 0.04, 0.14], [0.02, 0.01, -0.12], [0.14, 0.16, -0.34], [0.07, 0.05, 0.02], [0.06, 0.00, 0.02]]
}

[7]
{
  "formula": "C5H12N2O5S",
  "method": "ωB97M-V with the def2-TZVPD basis set",
  "e_above_lowest_kj_mol": 0.00,
  "e_lumo_ha": 0.0112,
  "smiles": "[H]/N=C(/CCC)C(N)=O.O=S(=O)(O)O",
  "energy_ha": -1081.59168,
  "symbols": ["S", "O", "O", "O", "O", "O", "N", "N", "C", "C", "C", "C", "C", "H", "H", "H", "H", "H", "H", "H", "H", "H", "H", "H", "H"],
  "xyz": [[-3.2821, 0.0614, -0.1228], [1.8645, 2.6903, -0.3747], [-2.2968, 0.6453, -0.9718], [-2.5355, -0.5030, 1.1401], [-4.3660, -0.7774, -0.5219], [-4.1059, 1.3941, 0.4664], [-0.2045, 2.3674, -1.2320], [-0.8504, 1.4193, 1.4566], [0.7730, 2.1871, -0.2788], [0.2128, 1.1834, 0.7882], [1.3389, -0.6776, -0.4013], [1.8654, -2.1229, -0.3131], [0.8343, -0.1953, 0.8966], [2.4156, -2.2087, 0.6811], [0.0715, 2.7000, -2.1427], [1.2022, -2.9506, -0.1077], [0.0317, -0.9755, 1.2444], [2.4041, -2.1933, -1.2381], [-1.9081, 0.3069, 1.5798], [1.7787, -0.1047, 1.6138], [0.6599, -0.4523, -1.2510], [-1.1876, 2.4054, 1.4456], [-4.6145, 0.9744, 1.1931], [-1.1931, 2.1458, -1.0355], [2.2576, -0.1135, -0.6571]],
  "forces_ev_per_a": [[-1.27, 1.62, 1.95], [0.36, -0.61, 0.65], [-0.50, -0.57, -0.81], [-0.68, 1.04, -0.09], [1.39, -0.51, -0.23], [1.13, -1.63, 0.49], [-0.29, -0.17, 0.88], [-0.01, 1.03, 0.36], [-1.31, 0.15, -0.70], [-0.09, -0.02, 0.38], [1.24, -0.31, -1.43], [-0.04, 0.82, 1.74], [-0.26, -0.12, 1.75], [0.47, 0.41, -1.61], [-0.04, 0.29, 0.20], [-1.00, 0.02, -0.84], [1.51, 1.72, 0.03], [0.81, -1.09, 0.02], [-0.13, -0.79, -1.07], [-2.21, -0.32, -1.03], [0.04, -0.59, 0.55], [0.30, -0.90, -0.37], [-0.09, 0.64, -0.39], [1.12, -0.15, -0.50], [-0.44, 0.04, 0.07]]
}

[8]
{
  "formula": "C5H12N2O5S2",
  "method": "ωB97M-V with the def2-TZVPD basis set",
  "e_lumo_ha": 0.0141,
  "energy_ha": -1479.67927,
  "symbols": ["S", "S", "O", "O", "O", "O", "O", "N", "N", "C", "C", "C", "C", "C", "H", "H", "H", "H", "H", "H", "H", "H", "H", "H", "H", "H"],
  "xyz": [[0.7538, -1.5436, 0.0688], [1.7153, 1.1272, -0.2182], [-0.6196, 1.0759, 1.7796], [2.8150, 0.5857, -1.0165], [-0.6146, -2.0824, 0.1731], [1.1533, 2.3697, -0.5784], [1.5763, -1.6120, 1.3034], [-2.0610, 0.5864, 0.0593], [0.5280, 0.0188, -0.4218], [-2.0797, -0.0810, -1.2261], [-3.2476, 1.1240, 0.6289], [-1.0059, 0.7824, 0.7318], [2.4696, 1.0918, 1.4665], [1.7498, -2.2994, -1.2188], [3.4072, 0.6852, 1.0994], [-2.1802, -1.1459, -1.0099], [-3.8531, 1.5706, -0.1963], [1.2206, -2.7749, -2.0109], [1.9855, 0.2326, 1.8643], [-1.0889, 0.1942, -1.8358], [-3.7031, 0.2700, 1.2902], [-2.9492, 1.9519, 1.3455], [2.3461, -2.9386, -0.7104], [2.4070, 2.0101, 2.0157], [2.3883, -1.4423, -1.6851], [-3.1128, 0.2433, -1.6985]],
  "forces_ev_per_a": [[-0.41, -0.55, 2.04], [3.07, -1.62, -0.46], [0.38, 0.83, 0.86], [-0.55, 0.55, 0.16], [2.04, 0.32, -0.41], [-0.95, 1.54, -0.07], [-1.30, -0.15, -2.24], [0.53, 0.35, -1.73], [-1.66, 0.44, 1.83], [-1.03, 0.67, -2.19], [-1.38, 0.25, 2.27], [2.54, -1.74, -0.21], [-0.74, -0.78, -2.17], [-0.34, 3.93, -1.66], [0.58, 0.71, 0.72], [0.37, 0.10, -0.49], [0.06, -0.70, 0.96], [-0.85, -0.30, -0.30], [-0.45, -0.24, 1.15], [-2.75, -0.72, 1.26], [0.06, 1.76, -1.49], [-0.54, -0.94, -0.87], [1.93, -2.13, 1.48], [0.08, 0.31, 0.04], [-1.10, -1.45, 1.07], [2.39, -0.44, 0.45]]
}

[9]
{
  "formula": "C5H12N2S",
  "method": "ωB97M-V with the def2-TZVPD basis set",
  "e_above_lowest_kj_mol": 426.49,
  "e_lumo_ha": 0.0246,
  "energy_ha": -705.23036,
  "symbols": ["S", "N", "N", "C", "C", "C", "C", "C", "H", "H", "H", "H", "H", "H", "H", "H", "H", "H", "H", "H"],
  "xyz": [[-2.0343, -0.7698, -0.1155], [0.4235, 0.2471, 0.4642], [-0.4187, 0.4528, -1.8669], [2.2872, 0.0412, -1.2561], [1.7477, 0.6783, 0.1075], [-2.3564, -0.7435, 1.5969], [2.6758, 0.9943, 1.2720], [-0.4351, 0.0305, -0.5553], [3.4591, 1.5926, 0.8334], [2.8888, 0.1368, 2.0928], [-3.2960, -1.2655, 1.7073], [2.1970, 1.8036, 1.9395], [3.2784, -0.7457, -0.7801], [1.2801, -0.4059, -1.7517], [1.2463, 1.5990, -0.2769], [0.2953, -0.8191, 0.8795], [-2.2492, 0.0470, 2.3322], [2.9542, 0.8062, -2.0126], [-1.7830, -1.5297, 2.2167], [-1.2707, 0.1925, -2.5045]],
  "forces_ev_per_a": [[0.68, 0.53, -1.27], [-0.88, -6.20, 1.71], [-0.54, -1.55, 3.13], [3.09, -1.31, 1.12], [-0.60, 2.31, -2.62], [1.42, -2.68, 3.26], [-1.60, 0.24, 2.47], [-4.30, 1.69, -5.23], [1.13, -0.68, 0.20], [0.10, 1.69, -2.54], [-0.82, 0.52, -0.23], [0.19, -1.25, -0.95], [-3.23, 1.71, -1.93], [3.46, 0.68, 0.57], [1.87, 0.83, 0.07], [1.13, 3.18, -0.24], [-0.39, 1.11, -0.95], [-2.38, -1.97, 2.33], [0.00, 0.68, -1.28], [1.68, 0.47, 2.38]]
}

[10]
{
  "formula": "C5H12N3",
  "method": "ωB97M-V with the def2-TZVPD basis set",
  "e_above_lowest_kj_mol": 268.67,
  "e_lumo_ha": -0.1642,
  "smiles": "C/C=[NH+]/CN/C=C\\N",
  "energy_ha": -361.66578,
  "charge": 1,
  "symbols": ["N", "N", "N", "C", "C", "C", "C", "C", "H", "H", "H", "H", "H", "H", "H", "H", "H", "H", "H", "H"],
  "xyz": [[-3.0569, -0.3637, -0.8523], [-1.1327, 1.1080, 0.6587], [1.1381, 0.9841, -0.1222], [-0.2865, 1.4284, -0.4564], [1.7340, -0.1188, -0.4362], [-2.2478, -0.9284, 0.1395], [-1.4028, -0.2069, 0.8771], [2.8314, -0.8308, 0.2887], [2.3557, -1.1351, 1.2187], [-3.4666, -1.0122, -1.4402], [-0.2030, 2.5829, -0.6200], [3.7609, -0.2341, 0.5006], [-0.7510, -0.6506, 1.5320], [1.4841, 1.6378, 0.5416], [-0.6607, 0.7997, -1.2956], [3.0169, -1.7114, -0.3892], [1.3208, -0.6711, -1.2233], [-3.4182, 0.6445, -0.6954], [-0.8455, 1.5053, 1.4604], [-2.3814, -1.9384, 0.3406]],
  "forces_ev_per_a": [[1.24, 2.80, 2.34], [-0.52, 1.31, -3.62], [-0.42, -0.56, -1.03], [-0.15, 0.72, -0.45], [-0.04, 1.24, 1.58], [-0.73, 2.51, -0.76], [-0.81, -1.75, -1.25], [0.48, 0.25, -1.31], [0.26, -0.31, 0.23], [-1.53, -0.74, -1.23], [-0.36, -2.30, -0.01], [-0.97, -0.58, -0.24], [1.01, -1.58, 1.89], [1.00, 0.06, 0.97], [0.48, 0.95, 0.17], [0.36, 0.75, 1.23], [-1.02, -0.54, -1.15], [0.76, -2.75, -0.70], [0.97, 2.27, 3.25], [-0.02, -1.77, 0.10]]
}